No. 1
Here is 2 unconnected molecules or ions with the total composition C2H3N4O3 at a distorted geometry from OMol25. Energies are from ωB97M-V with the def2-TZVPD basis set.

Its total charge is -1. As for the electronic energy: -14223.9009 eV. For the orbital gap, the calculation gives 9.51 eV. For the HOMO energy, the calculation gives -5.570 eV. As for the spin multiplicity: 1.

Last column: Mulliken charge in e.
CARTESIAN COORDINATES (ANGSTROEM)
C (-1.5148, 0.0375, 0.3330)  0.193
C (1.7677, 0.7726, -2.2075)  0.585
N (-0.8083, 0.2948, 1.3547)  -0.764
N (0.7785, -1.1764, 0.9497)  -0.664
N (0.6053, 0.8015, -2.0330)  -0.560
N (0.4917, 0.0297, 1.2504)  1.166
O (1.3170, 0.8619, 1.5952)  -0.711
O (-1.2353, -0.3281, -0.7994)  -0.615
O (2.9023, 0.7607, -2.4749)  -0.555
H (-2.5905, 0.1778, 0.6581)  0.309
H (1.8053, -1.3127, 0.7558)  0.238
H (0.0010, 0.1576, -1.1953)  0.378

Forces on the atoms, in the same order (eV/Å):
-3.5 -0.1 0.8
0.2 -0.2 -0.1
0.2 1.4 2.6
0.6 -0.8 -1.0
-2.3 -0.7 1.8
2.4 -2.4 0.1
0.6 1.4 0.1
0.6 -0.4 -1.8
2.1 0.1 -0.4
0.5 -0.1 -0.8
-1.2 1.0 0.8
-0.2 0.9 -2.0



No. 2
Here is C2H3N5O in the gas phase at a distorted geometry from OMol25. Energies are from ωB97M-V with the def2-TZVPD basis set.

As for the electronic energy: -11616.0865 eV. For the orbital gap, the calculation gives 9.09 eV. For the HOMO energy, the calculation gives -9.841 eV. The SMILES is [H]/N=c1\nc(N)nno1. As for the spin multiplicity: 1.

Last column: Mulliken charge in e.
CARTESIAN COORDINATES (ANGSTROEM)
H (2.8447, -1.5035, -0.2124)  0.299
N (2.5281, -0.4296, -0.2997)  -0.568
C (1.3809, -0.1422, 0.1018)  0.547
N (0.2508, -0.7175, 0.3775)  -0.500
C (-0.8032, 0.0040, 0.1774)  0.504
N (-2.0292, -0.4941, 0.2054)  -0.474
N (-0.9183, 1.3745, -0.3074)  -0.134
N (0.1445, 2.0033, -0.0449)  -0.107
O (1.3493, 1.4236, 0.5518)  -0.216
H (-2.8311, 0.0137, -0.2761)  0.315
H (-1.9167, -1.5322, -0.2735)  0.334

Forces on the atoms, in the same order (eV/Å):
-1.5 3.1 -0.7
0.6 -2.8 1.0
3.8 3.3 0.9
-2.6 -0.6 0.0
-0.6 1.2 -1.5
-2.3 -5.0 -2.6
4.4 -0.8 2.2
0.6 1.3 0.2
-3.4 -2.2 -2.7
2.0 -0.5 1.0
-0.9 3.1 2.2



No. 3
Here is C2H3NO in the gas phase at a distorted geometry from OMol25. Energies are from ωB97M-V with the def2-TZVPD basis set.

As for the electronic energy: -5659.0483 eV. For the orbital gap, the calculation gives 12.14 eV. For the HOMO energy, the calculation gives -11.426 eV. The SMILES is N#CCO. As for the spin multiplicity: 1.

Last column: Mulliken charge in e.
CARTESIAN COORDINATES (ANGSTROEM)
N (-0.6678, 0.2613, 1.9581)  -0.423
C (-0.7255, 0.1360, 0.8077)  0.292
C (-0.1727, 0.0678, -0.5649)  -0.167
O (1.0047, -0.6939, -0.4515)  -0.489
H (-0.7825, -0.3783, -1.3561)  0.268
H (0.0089, 1.1179, -0.8324)  0.186
H (1.3349, -0.5107, 0.4390)  0.333

Forces on the atoms, in the same order (eV/Å):
-0.6 -0.2 -1.0
0.3 0.2 1.0
-0.2 0.2 0.0
0.3 0.1 0.0
-0.2 0.0 0.5
0.1 -0.1 -0.2
0.3 -0.2 -0.3



No. 4
Here is a molecular structure, C2H3NO at a distorted geometry from OMol25. Energies are from ωB97M-V with the def2-TZVPD basis set.

As for the electronic energy: -5655.4353 eV. For the orbital gap, the calculation gives 9.87 eV. For the HOMO energy, the calculation gives -11.560 eV. As for the spin multiplicity: 1.

Last column: Mulliken charge in e.
CARTESIAN COORDINATES (ANGSTROEM)
C (1.6999, -0.4399, 0.1190)  0.245
C (-0.9065, 0.0832, -0.1110)  -0.517
N (2.7492, -0.1622, -0.2066)  -0.272
O (0.0143, -0.4262, 0.8614)  -0.235
H (-0.3628, 0.7129, -0.7620)  0.317
H (-1.4663, 0.7561, 0.6151)  0.222
H (-1.7278, -0.5239, -0.5157)  0.242

Forces on the atoms, in the same order (eV/Å):
-7.3 -0.3 3.0
-1.3 1.6 2.7
2.1 0.3 -0.8
5.1 -1.1 -2.5
0.0 0.5 -1.1
0.3 -0.2 -1.0
1.1 -0.7 -0.2



No. 5
Here is C2H3NO2 in the gas phase at a distorted geometry from OMol25. Energies are from ωB97M-V with the def2-TZVPD basis set.

As for the electronic energy: -7700.1401 eV. For the orbital gap (alpha / beta), the calculation gives 8.31 / 8.28 eV. For the HOMO energy (alpha / beta), the calculation gives -9.370 / -9.329 eV. As for the spin multiplicity: 1.

Last column: Mulliken charge in e.
CARTESIAN COORDINATES (ANGSTROEM)
C (0.6630, -1.0723, -0.3424)  -0.273
C (0.5457, 0.3800, -0.0696)  -0.244
N (-1.4748, -0.2137, 0.3212)  0.160
O (-2.6281, -0.1630, -0.0154)  -0.381
O (-0.7878, 0.7859, -0.1690)  -0.133
H (1.6378, -1.4348, 0.0416)  0.170
H (0.9137, 0.6246, 0.8577)  0.298
H (1.1305, 1.0933, -0.6240)  0.402

Forces on the atoms, in the same order (eV/Å):
0.5 0.6 -0.4
0.4 -1.3 -1.3
-3.9 -1.3 0.3
1.6 -0.2 0.8
0.3 1.8 -1.2
0.0 0.3 -0.1
0.7 0.3 3.0
0.4 -0.1 -1.1



No. 6
Here is C2H3NO2 in the gas phase at a distorted geometry from OMol25. Energies are from ωB97M-V with the def2-TZVPD basis set.

As for the electronic energy: -7704.0224 eV. For the orbital gap (alpha / beta), the calculation gives 8.87 / 8.87 eV. For the HOMO energy (alpha / beta), the calculation gives -9.637 / -9.638 eV. The SMILES is O=CCN=O. As for the spin multiplicity: 1.

Last column: Mulliken charge in e.
CARTESIAN COORDINATES (ANGSTROEM)
O (2.0918, -0.5796, 0.0725)  -0.423
C (0.9155, -0.5632, -0.1522)  0.026
C (-0.0191, 0.5722, 0.2657)  -0.088
N (-1.3244, 0.0284, 0.5476)  -0.062
O (-1.8337, -0.5106, -0.4206)  -0.302
H (0.2198, -1.2414, -0.7331)  0.302
H (0.2033, 1.0905, 1.1721)  0.280
H (-0.2533, 1.2035, -0.7520)  0.267

Forces on the atoms, in the same order (eV/Å):
-0.8 -0.5 -0.3
-0.6 0.7 -0.2
-1.0 1.3 -2.3
-1.5 -1.4 -0.9
0.4 0.6 1.0
1.4 -0.5 0.1
0.9 0.9 0.1
1.2 -1.0 2.5